C25H58ClN6O11P | ωB97M-V with the def2-TZVPD basis set

Structure (XYZ):
```
102
C25H58ClN6O11P, DFT ωB97M-V with the def2-TZVPD basis set
C 1.4502 -4.3497 4.6865
C 0.7845 -5.4831 3.7066
O -0.6813 -5.2514 3.7157
C -1.2073 -5.6945 2.4158
C -1.6951 -4.4928 1.4133
C -0.9672 -3.0445 1.6539
C -1.7151 -2.0568 2.7272
C -3.3416 -1.9447 2.5567
O -3.9419 -2.2878 3.8545
P -5.1625 -3.5220 3.7213
O -6.0971 -3.4099 2.4516
O -6.2262 -3.3026 5.1266
O -4.4289 -5.1031 3.9422
Cl -5.6325 -6.3243 3.9169
H 2.0467 -4.7854 5.6079
H 0.5763 -3.6619 5.1193
H 2.1186 -3.6171 4.0244
H 1.1626 -5.2384 2.6072
H 1.0799 -6.5903 3.9517
H -2.1787 -6.3456 2.6530
H -0.4904 -6.4205 1.8190
H -1.3913 -4.8392 0.3118
H -2.8650 -4.4742 1.4325
H -0.8066 -2.4634 0.6463
H 0.1069 -3.2828 2.1164
H -1.4341 -2.3743 3.8350
H -1.2651 -0.9579 2.6031
H -3.7879 -2.5096 1.6345
H -3.5828 -0.7894 2.3776
H -6.1438 -4.1190 5.7312
C -2.8823 -8.0784 0.4675
O -2.5227 -8.1428 1.6360
N -4.1856 -7.9412 0.0385
C -4.5297 -7.8723 -1.3659
C -5.2450 -7.8633 1.0231
H -2.1580 -8.1277 -0.3620
H -5.0319 -6.9202 -1.5607
H -5.2045 -8.6993 -1.6057
H -3.6380 -7.9429 -1.9943
H -5.0631 -7.0035 1.6746
H -5.2348 -8.7736 1.6299
H -6.2181 -7.7566 0.5356
C -2.3839 -0.0639 -1.2461
O -2.1467 -0.5225 -0.1360
N -1.4366 0.3102 -2.1757
C -1.7995 0.8460 -3.4705
C -0.0336 0.1630 -1.8476
H -3.4173 0.0896 -1.5975
H -1.3902 0.1961 -4.2495
H -1.3757 1.8497 -3.5694
H -2.8854 0.9021 -3.5839
H 0.1731 -0.8894 -1.6317
H 0.1875 0.7558 -0.9550
H 0.5943 0.4989 -2.6776
C 1.6349 2.5835 -3.7159
O 1.9711 1.4317 -3.9598
N 2.4739 3.5846 -3.2740
C 1.9976 4.9253 -3.0074
C 3.8766 3.2868 -3.0696
H 0.5915 2.9174 -3.8376
H 2.5358 5.6265 -3.6518
H 2.1915 5.1674 -1.9583
H 0.9252 5.0089 -3.2027
H 4.3089 2.9432 -4.0140
H 3.9664 2.4865 -2.3291
H 4.4126 4.1737 -2.7203
C 4.3349 3.3744 0.2931
O 4.6711 2.2226 0.0493
N 5.1739 4.3755 0.7351
C 4.6976 5.7162 1.0017
C 6.5766 4.0777 0.9395
H 3.2915 3.7083 0.1715
H 5.2358 6.4174 0.3573
H 4.8915 5.9584 2.0508
H 3.6252 5.7998 0.8064
H 7.0089 3.7342 -0.0049
H 6.6664 3.2774 1.6800
H 7.1126 4.9646 1.2888
C 7.7566 8.4314 1.1549
O 6.7562 7.8190 1.5058
N 9.0456 8.1562 1.5601
C 10.1786 8.9297 1.0982
C 9.2747 7.0586 2.4770
H 7.6959 9.2842 0.4591
H 10.8736 8.2634 0.5788
H 10.6766 9.3783 1.9628
H 9.8627 9.7223 0.4148
H 8.9109 6.1326 2.0219
H 8.7149 7.2418 3.3988
H 10.3398 6.9627 2.7057
C -5.2905 1.2006 -4.1025
O -4.8303 0.3702 -3.3295
N -6.5880 1.2260 -4.5690
C -7.0563 2.2450 -5.4842
C -7.5127 0.2012 -4.1301
H -4.6736 2.0238 -4.4984
H -7.8833 2.7872 -5.0166
H -7.4054 1.7627 -6.4019
H -6.2584 2.9505 -5.7307
H -7.5966 0.2405 -3.0400
H -7.1211 -0.7788 -4.4183
H -8.4976 0.3514 -4.5809
```

Results
M = 685.2 g mol⁻¹
SMILES string = CCOCCCCCO[P@](=O)(O)OCl.CN(C)C=O.CN(C)C=O.CN(C)C=O.CN(C)C=O.CN(C)C=O.CN(C)C=O
lowest unoccupied orbital energy = -0.5 eV
frontier orbital gap = 7.973 eV
HOMO level = -8.49 eV

Atomic partial charges in e from the Löwdin method, atoms 1 to 8: -0.109, -0.257, -0.226, -0.226, -0.154, -0.179, -0.161, -0.235